# 1
Computed, not measured: 2 unconnected molecules or ions with the total composition H4O2 in a non-equilibrium geometry, with ωB97M-V/def2-TZVPD.

Structure (XYZ):
```
6
Properties=species:S:1:pos:R:3:nbo_charge:R:1
H 1.67 0.93 -0.10 0.4653
H 0.66 -0.10 -0.15 0.4604
H -1.04 -0.68 -0.49 0.4624
H -1.50 -0.21 0.84 0.4755
O 1.65 -0.07 -0.01 -0.9379
O -1.43 0.14 -0.10 -0.9257
```

Computed properties:
Kohn-Sham gap in eV: 12.0
Electronic energy in hartree: -152.861084
SMILES: O.O
HOMO in eV: -11.41
Energy relative to the best compared isomer or geometry (same formula, charge and spin) in eV: 0.377

# 2
Computed, not measured: 2 unconnected molecules or ions with the total composition H4O2 in a non-equilibrium geometry, with ωB97M-V/def2-TZVPD.

Structure (XYZ):
```
6
Properties=species:S:1:pos:R:3:nbo_charge:R:1
H -1.61 0.70 0.22 0.4666
H -1.66 -0.89 0.21 0.4787
H 2.18 -0.25 0.39 0.4606
H 1.08 0.61 -0.11 0.4642
O -1.61 -0.07 -0.35 -0.9449
O 1.62 -0.10 -0.36 -0.9252
```

Computed properties:
Kohn-Sham gap in eV: 12.0
Electronic energy in hartree: -152.863873
SMILES: O.O
HOMO in eV: -11.31
Energy relative to the best compared isomer or geometry (same formula, charge and spin) in eV: 0.301

# 3
Computed, not measured: 2 unconnected molecules or ions with the total composition H4O2 in a non-equilibrium geometry, with ωB97M-V/def2-TZVPD.

Structure (XYZ):
```
6
Properties=species:S:1:pos:R:3:nbo_charge:R:1
H 1.16 -0.64 0.27 0.4658
H 1.70 0.81 -0.04 0.4728
H -0.72 0.21 0.10 0.4699
H -2.33 -0.14 0.29 0.4804
O 1.73 -0.15 -0.29 -0.9355
O -1.55 -0.10 -0.34 -0.9534
```

Computed properties:
Kohn-Sham gap in eV: 12.2
Electronic energy in hartree: -152.859977
SMILES: O.O
HOMO in eV: -11.66
Energy relative to the best compared isomer or geometry (same formula, charge and spin) in eV: 0.407